*one*
Formula: CH2N3O3
Source: the Open Molecules 2025 dataset
Level of theory: ωB97M-V/def2-TZVPD

```
9
CH2N3O3, DFT ωB97M-V/def2-TZVPD
C -0.132 0.284 0.421
N -0.257 -0.382 1.937
N -0.389 -0.986 -0.102
N -0.080 1.364 -0.292
O 0.151 2.588 0.174
O -0.246 -1.623 1.130
O 0.368 -1.392 -1.188
H -0.645 1.298 -1.219
H 1.230 -1.150 -0.861
```

Its multiplicity is 1. The HOMO-LUMO gap is 6.36 eV. For the highest occupied orbital energy, the calculation gives -2.43 eV. Its LUMO energy is 3.925 eV. Its structure (SMILES) is [O-]Nc1non1O. As for the charge: -1.

*two*
Formula: CH2N3O3
Source: the Open Molecules 2025 dataset
Level of theory: ωB97M-V/def2-TZVPD

```
9
CH2N3O3, DFT ωB97M-V/def2-TZVPD
C -2.022 0.262 0.121
N 0.500 -0.670 0.497
N 2.815 0.247 -1.285
N 0.142 -1.533 -0.154
O -1.675 -0.390 -0.832
O -3.022 0.882 0.422
O 2.621 0.583 -0.099
H -1.164 0.411 0.987
H 1.805 0.208 0.342
```

Its multiplicity is 1. The HOMO-LUMO gap (spin up / spin down) is 7.83 / 7.79 eV. For the highest occupied orbital energy (spin up / spin down), the calculation gives -4.13 / -4.13 eV. Its LUMO energy (spin up / spin down) is 3.703 / 3.664 eV. As for the charge: -1.

Here are the energies relative to the best structure, in kcal/mol: *one* 122.3; *two* 0.0.

*one*
Formula: C5H11OPS
Source: the Open Molecules 2025 dataset
Level of theory: ωB97M-V/def2-TZVPD

```
19
C5H11OPS, DFT ωB97M-V/def2-TZVPD
C 1.731 -0.917 -0.052
C 2.559 0.237 0.548
C -2.288 1.511 -0.657
C 3.805 0.627 0.251
C -2.637 0.095 -0.194
O -1.739 -2.251 1.039
P -1.243 -0.597 0.792
S 0.159 -0.612 -0.921
H 2.417 -1.482 -0.595
H 1.361 -1.429 0.809
H 1.994 0.772 1.250
H -2.726 1.481 -1.677
H -2.725 2.274 0.075
H -1.205 1.720 -0.586
H 4.216 1.461 0.746
H 4.302 0.142 -0.578
H -2.942 -0.536 -1.020
H -3.533 0.236 0.537
H -1.507 -2.732 0.232
```

Its multiplicity is 1. The HOMO-LUMO gap is 9.69 eV. For the highest occupied orbital energy, the calculation gives -8.92 eV. Its LUMO energy is 0.768 eV. Its structure (SMILES) is C=CCSP(O)CC. As for the charge: 0.

*two*
Formula: C5H11OPS
Source: the Open Molecules 2025 dataset
Level of theory: ωB97M-V/def2-TZVPD

```
19
C5H11OPS, DFT ωB97M-V/def2-TZVPD
C -2.265 1.198 -0.282
C -1.421 2.173 -1.042
C 1.375 -1.896 1.661
C 1.881 -0.856 -0.670
C 0.858 -1.233 0.388
O -1.507 0.042 0.077
P -0.121 0.318 0.884
S -1.798 3.916 -0.793
H -2.632 1.757 0.725
H -3.029 1.048 -0.979
H -0.484 2.042 -0.689
H -1.443 2.036 -2.217
H 2.078 -1.343 2.343
H 0.480 -2.355 2.268
H 1.840 -2.843 1.229
H 2.586 -0.141 -0.197
H 1.327 -0.192 -1.568
H 2.236 -1.638 -1.247
H 0.041 -2.031 0.110
```

Its multiplicity is 1. The HOMO-LUMO gap (spin up / spin down) is 8.86 / 5.42 eV. For the highest occupied orbital energy (spin up / spin down), the calculation gives -9.17 / -7.42 eV. Its LUMO energy (spin up / spin down) is -0.314 / -1.992 eV. As for the charge: 0.

Here are the energies relative to the best structure, in kcal/mol: *one* 0.0; *two* 74.9.

*one*
Formula: C2H3N2O2
Source: the Open Molecules 2025 dataset
Level of theory: ωB97M-V/def2-TZVPD

```
9
C2H3N2O2, DFT ωB97M-V/def2-TZVPD
C -0.531 0.294 -0.344
C 0.707 -0.275 0.401
N 1.776 0.068 -0.236
N -2.025 -0.012 -0.482
O -2.565 -0.686 0.387
O 2.966 -0.337 0.008
H -0.772 1.233 0.146
H -0.216 0.436 -1.286
H 0.661 -0.721 1.406
```

Its multiplicity is 1. The HOMO-LUMO gap (spin up / spin down) is 6.27 / 6.27 eV. For the highest occupied orbital energy (spin up / spin down), the calculation gives -2.40 / -2.40 eV. Its LUMO energy (spin up / spin down) is 3.866 / 3.867 eV. Its structure (SMILES) is O=NC/C=N/[O-]. As for the charge: -1.

*two*
Formula: C2H3N2O2
Source: the Open Molecules 2025 dataset
Level of theory: ωB97M-V/def2-TZVPD

```
9
C2H3N2O2, DFT ωB97M-V/def2-TZVPD
C 2.184 0.880 0.023
C -1.822 -0.491 0.135
N 2.439 0.050 0.757
N -0.506 -0.333 -0.100
O -0.059 0.816 -0.492
O 0.370 -1.222 0.033
H 1.967 1.610 -0.731
H -1.971 -1.478 0.483
H -2.602 0.168 -0.109
```

Its multiplicity is 1. The HOMO-LUMO gap is 7.53 eV. For the highest occupied orbital energy, the calculation gives -3.05 eV. Its LUMO energy is 4.487 eV. As for the charge: -1.

*three*
Formula: C2H3N2O2
Source: the Open Molecules 2025 dataset
Level of theory: ωB97M-V/def2-TZVPD

```
9
C2H3N2O2, DFT ωB97M-V/def2-TZVPD
C 0.621 0.886 0.315
C 0.621 -0.518 -0.188
N -0.445 1.591 0.172
N -1.030 -0.741 -0.479
O -1.474 -1.509 0.444
O -1.540 0.931 -0.185
H 1.443 1.331 0.635
H 0.978 -0.747 -1.215
H 0.826 -1.225 0.502
```

Its multiplicity is 1. The HOMO-LUMO gap is 6.92 eV. For the highest occupied orbital energy, the calculation gives -2.36 eV. Its LUMO energy is 4.558 eV. As for the charge: -1.

Here are the energies relative to the best structure, in kcal/mol: *one* 23.6; *two* 0.0; *three* 25.5.

*one*
Formula: CH2N2O4
Source: the Open Molecules 2025 dataset
Level of theory: ωB97M-V/def2-TZVPD

```
9
CH2N2O4, DFT ωB97M-V/def2-TZVPD
C 1.495 -0.369 0.071
N -1.245 0.931 1.938
N 0.446 -0.151 -0.637
O 2.401 -0.277 0.802
O -1.716 -0.313 1.573
O -1.680 0.743 0.637
O 0.019 -0.626 -1.899
H -0.399 0.253 -0.031
H 0.680 -0.191 -2.456
```

Its multiplicity is 1. The HOMO-LUMO gap (spin up / spin down) is 10.29 / 4.62 eV. For the highest occupied orbital energy (spin up / spin down), the calculation gives -10.26 / -6.25 eV. Its LUMO energy (spin up / spin down) is 0.031 / -1.632 eV. As for the charge: 0.

*two*
Formula: CH2N2O4
Source: the Open Molecules 2025 dataset
Level of theory: ωB97M-V/def2-TZVPD

```
9
CH2N2O4, DFT ωB97M-V/def2-TZVPD
C -0.650 -0.663 -0.258
N 1.406 -0.234 -0.360
N -1.329 0.635 -0.248
O -1.066 -1.709 -0.128
O -1.917 0.970 -1.232
O -1.244 1.250 0.814
O 1.529 -0.011 0.978
H 1.648 -1.141 -0.583
H 1.623 0.904 1.017
```

Its multiplicity is 1. The HOMO-LUMO gap (spin up / spin down) is 8.49 / 8.48 eV. For the highest occupied orbital energy (spin up / spin down), the calculation gives -9.48 / -9.48 eV. Its LUMO energy (spin up / spin down) is -0.993 / -0.991 eV. As for the charge: 0.

Here are the energies relative to the best structure, in kcal/mol: *one* 94.6; *two* 0.0.

*one*
Formula: C2H2O2S2
Source: the Open Molecules 2025 dataset
Level of theory: ωB97M-V/def2-TZVPD

```
8
C2H2O2S2, DFT ωB97M-V/def2-TZVPD
C 0.420 -1.255 -0.898
C 1.612 -1.183 -1.021
O 0.525 1.468 1.164
O -1.978 1.821 -0.110
S -0.354 0.517 1.816
S -2.217 0.805 0.859
H -0.570 -1.089 -1.181
H 2.561 -1.084 -0.630
```

Its multiplicity is 1. The HOMO-LUMO gap (spin up / spin down) is 8.02 / 8.08 eV. For the highest occupied orbital energy (spin up / spin down), the calculation gives -9.57 / -9.61 eV. Its LUMO energy (spin up / spin down) is -1.550 / -1.532 eV. As for the charge: 0.

*two*
Formula: C2H2O2S2
Source: the Open Molecules 2025 dataset
Level of theory: ωB97M-V/def2-TZVPD

```
8
C2H2O2S2, DFT ωB97M-V/def2-TZVPD
C 0.251 0.728 0.169
C -0.928 -0.245 0.043
H 2.876 0.925 -0.251
H -1.026 -2.121 0.177
O -0.083 1.917 0.148
O -0.442 -1.394 0.191
S 1.804 -0.087 -0.235
S -2.451 0.277 -0.241
```

Its multiplicity is 1. The HOMO-LUMO gap is 8.46 eV. For the highest occupied orbital energy, the calculation gives -9.32 eV. Its LUMO energy is -0.857 eV. Its structure (SMILES) is O=C(S)C(O)=S. As for the charge: 0.

*three*
Formula: C2H2O2S2
Source: the Open Molecules 2025 dataset
Level of theory: ωB97M-V/def2-TZVPD

```
8
C2H2O2S2, DFT ωB97M-V/def2-TZVPD
C -0.672 -0.173 -0.075
C 0.437 0.547 0.003
O -2.123 -2.000 -1.687
O 2.624 1.080 1.821
S -1.240 -0.874 -1.941
S 1.143 1.150 1.922
H -1.329 -0.445 0.731
H 1.160 0.716 -0.773
```

Its multiplicity is 1. The HOMO-LUMO gap (spin up / spin down) is 8.00 / 7.80 eV. For the highest occupied orbital energy (spin up / spin down), the calculation gives -9.36 / -9.23 eV. Its LUMO energy (spin up / spin down) is -1.364 / -1.430 eV. As for the charge: 0.

*four*
Formula: C2H2O2S2
Source: the Open Molecules 2025 dataset
Level of theory: ωB97M-V/def2-TZVPD

```
8
C2H2O2S2, DFT ωB97M-V/def2-TZVPD
C -0.623 0.576 0.196
C 0.716 -0.291 0.126
H -1.721 -1.523 -0.281
H 1.484 -1.963 0.494
O -0.755 1.709 0.545
O 0.589 -1.530 0.590
S -2.032 -0.311 -0.348
S 2.095 0.332 -0.353
```

Its multiplicity is 1. The HOMO-LUMO gap is 8.88 eV. For the highest occupied orbital energy, the calculation gives -9.57 eV. Its LUMO energy is -0.688 eV. Its structure (SMILES) is O=C(S)C(O)=S. As for the charge: 0.

Here are the energies relative to the best structure, in kcal/mol: *one* 86.8; *two* 13.7; *three* 79.5; *four* 0.0.

*one*
Formula: C2H2Br3NO2
Source: the Open Molecules 2025 dataset
Level of theory: ωB97M-V/def2-TZVPD

```
10
C2H2Br3NO2, DFT ωB97M-V/def2-TZVPD
C -1.385 -0.215 0.194
C 1.403 -0.583 -0.101
N -0.828 0.938 -0.065
O -0.514 1.423 -1.147
O -0.554 1.523 1.040
Br 1.628 -2.312 0.508
Br 1.706 -0.229 -1.912
Br 1.895 0.799 0.984
H -1.465 -0.665 1.151
H -1.886 -0.678 -0.652
```

Its multiplicity is 1. The HOMO-LUMO gap (spin up / spin down) is 6.72 / 8.18 eV. For the highest occupied orbital energy (spin up / spin down), the calculation gives -8.79 / -9.71 eV. Its LUMO energy (spin up / spin down) is -2.073 / -1.528 eV. As for the charge: 0.

*two*
Formula: C2H2Br3NO2
Source: the Open Molecules 2025 dataset
Level of theory: ωB97M-V/def2-TZVPD

```
10
C2H2Br3NO2, DFT ωB97M-V/def2-TZVPD
C -1.244 -0.145 -0.550
C 1.567 -0.475 -0.015
N -1.056 0.836 0.526
O -1.005 1.990 0.099
O -0.882 0.556 1.701
Br 1.490 -2.091 0.832
Br 1.980 -0.534 -1.839
Br 1.922 0.955 1.108
H -1.349 -1.194 -0.295
H -1.422 0.103 -1.566
```

Its multiplicity is 1. The HOMO-LUMO gap (spin up / spin down) is 8.92 / 6.70 eV. For the highest occupied orbital energy (spin up / spin down), the calculation gives -10.12 / -8.54 eV. Its LUMO energy (spin up / spin down) is -1.193 / -1.845 eV. As for the charge: 0.

Here are the energies relative to the best structure, in kcal/mol: *one* 7.7; *two* 0.0.

*one*
Formula: C3H9IN2
Source: the Open Molecules 2025 dataset
Level of theory: ωB97M-V/def2-TZVPD

```
15
C3H9IN2, DFT ωB97M-V/def2-TZVPD
C 1.844 -0.924 1.106
C 1.448 1.510 0.089
C -3.062 -0.612 -1.228
N 0.671 -0.655 0.266
N 0.419 0.472 -0.123
I -4.512 -0.005 0.150
H 1.851 -2.009 1.461
H 2.837 -0.796 0.421
H 2.014 -0.248 2.020
H 2.427 1.213 0.054
H 1.252 2.295 -0.661
H 1.093 2.119 0.855
H -3.070 -1.703 -1.504
H -2.134 -0.522 -0.700
H -3.078 -0.135 -2.208
```

Its multiplicity is 1. The HOMO-LUMO gap is 9.69 eV. For the highest occupied orbital energy, the calculation gives -8.93 eV. Its LUMO energy is 0.760 eV. Its structure (SMILES) is C/N=N\C.CI. As for the charge: 0.

*two*
Formula: C3H9IN2
Source: the Open Molecules 2025 dataset
Level of theory: ωB97M-V/def2-TZVPD

```
15
C3H9IN2, DFT ωB97M-V/def2-TZVPD
C -1.319 -0.594 -0.639
C 0.574 -0.905 0.886
C 2.206 0.382 -1.020
N 0.095 -0.484 -0.394
N 0.926 0.148 -1.239
I -2.912 2.116 1.296
H -1.647 -1.657 -0.408
H -1.959 -0.145 0.095
H -1.630 -0.378 -1.612
H 1.576 -1.031 0.838
H 0.415 -0.126 1.709
H 0.049 -1.819 1.053
H 2.771 0.143 -0.087
H -1.800 3.365 1.259
H 2.655 0.984 -1.737
```

Its multiplicity is 1. The HOMO-LUMO gap is 8.20 eV. For the highest occupied orbital energy, the calculation gives -7.93 eV. Its LUMO energy is 0.276 eV. Its structure (SMILES) is C=NN(C)C.I. As for the charge: 0.

Here are the energies relative to the best structure, in kcal/mol: *one* 3.8; *two* 0.0.

*one*
Formula: C7H10NO
Source: the Open Molecules 2025 dataset
Level of theory: ωB97M-V/def2-TZVPD

```
19
C7H10NO, DFT ωB97M-V/def2-TZVPD
C 2.224 -0.555 0.294
C 1.995 0.169 -1.096
O 0.873 1.106 -1.130
N -0.230 0.627 -0.513
C -0.862 -0.523 -0.941
C -2.048 -1.022 -0.247
C -2.534 -0.274 0.914
C -1.849 0.949 1.349
C -0.666 1.342 0.589
H 1.601 -0.164 1.136
H 2.020 -1.652 0.141
H 3.296 -0.386 0.589
H 1.856 -0.609 -1.898
H 2.910 0.786 -1.307
H -0.435 -1.040 -1.834
H -2.494 -1.965 -0.633
H -3.422 -0.619 1.489
H -2.142 1.575 2.219
H -0.091 2.255 0.879
```

Its multiplicity is 1. The HOMO-LUMO gap is 10.01 eV. For the highest occupied orbital energy, the calculation gives -14.82 eV. Its LUMO energy is -4.810 eV. Its structure (SMILES) is CCO[n+]1ccccc1. As for the charge: +1.

*two*
Formula: C7H10NO
Source: the Open Molecules 2025 dataset
Level of theory: ωB97M-V/def2-TZVPD

```
19
C7H10NO, DFT ωB97M-V/def2-TZVPD
C 1.249 -1.447 -0.117
C 0.071 -1.267 -0.944
C 0.107 1.321 -1.474
C -1.316 0.991 -1.485
C 1.537 -0.315 1.977
C -0.585 0.326 0.917
C -0.326 0.177 -0.561
N 1.627 -0.970 0.881
O -1.265 -0.694 1.379
H 0.487 -1.405 -2.007
H -0.528 -2.135 -0.735
H 0.515 1.040 -2.433
H 0.490 2.247 -1.105
H -1.997 1.346 -0.779
H -1.747 0.567 -2.324
H 2.142 0.592 2.190
H 1.301 -0.892 2.774
H -0.156 1.106 1.532
H -1.605 -0.589 2.313
```

Its multiplicity is 1. The HOMO-LUMO gap (spin up / spin down) is 7.53 / 7.52 eV. For the highest occupied orbital energy (spin up / spin down), the calculation gives -12.41 / -12.41 eV. Its LUMO energy (spin up / spin down) is -4.887 / -4.888 eV. As for the charge: +1.

Here are the energies relative to the best structure, in kcal/mol: *one* 0.0; *two* 70.4.